a.
Below is C10H13NO2 in the gas phase, with properties calculated with wB97M-V/def2-TZVPD.

Each atom is followed by the atoms it is bonded to, with distances in Å.
Atoms and positions in Å:
1 C -0.17 2.39 1.53  C2 1.587, H13 1.150, H14 1.078, N24 1.398
2 C -0.65 0.87 1.55  C1 1.587, C3 1.573, C6 1.484, H15 1.004
3 C -2.06 0.79 0.86  C2 1.573, C4 1.607, H16 1.127, H17 1.115
4 C -1.85 0.22 -0.62  C3 1.607, C5 1.497, H18 1.049, H19 1.136
5 C -0.48 -0.35 -0.37  C4 1.497, C6 1.336, C10 1.358
6 C 0.21 0.00 0.71  C2 1.484, C5 1.336, C7 1.358
7 C 1.49 -0.36 0.99  C6 1.358, C8 1.423, H20 1.150
8 C 2.11 -1.17 -0.01  C7 1.423, C9 1.384, H21 1.045
9 C 1.41 -1.56 -1.14  C8 1.384, C10 1.386, O25 1.429
10 C 0.16 -1.00 -1.37  C5 1.358, C9 1.386, O26 1.353
11 H -0.55 4.15 2.08  N24 1.039
12 H -1.95 3.03 2.16  N24 1.101
13 H 0.81 2.43 2.12  C1 1.150
14 H -0.04 2.76 0.52  C1 1.078
15 H -0.58 0.51 2.48  C2 1.004
16 H -2.76 1.66 1.03  C3 1.127
17 H -2.67 0.10 1.48  C3 1.115
18 H -1.96 1.00 -1.31  C4 1.049
19 H -2.61 -0.62 -0.70  C4 1.136
20 H 2.00 -0.08 1.98  C7 1.150
21 H 3.08 -1.54 0.02  C8 1.045
22 H 2.83 -2.39 -1.90  O25 1.013
23 H -1.26 -0.91 -2.64  O26 0.964
24 N -0.89 3.22 2.39  C1 1.398, H11 1.039, H12 1.101
25 O 1.84 -2.49 -2.14  C9 1.429, H22 1.013
26 O -0.48 -1.46 -2.47  C10 1.353, H23 0.964

Its charge is 0. As for the HOMO energy: -8.30 eV. As for the structure (SMILES): NC[C@H]1CCc2c1ccc(O)c2O. As for the spin multiplicity: 1.



b.
Below is C10H13NO2 in the gas phase, with properties calculated with wB97M-V/def2-TZVPD.

Each atom is followed by the atoms it is bonded to, with distances in Å.
Atoms and positions in Å:
1 C -1.92 0.53 -0.30  C3 1.403, C5 1.416, H14 1.057
2 C 0.37 0.06 -0.23  C3 1.396, C4 1.408
3 C -0.61 1.04 -0.34  C1 1.403, C2 1.396, C8 1.527
4 C 0.11 -1.33 -0.20  C2 1.408, C6 1.514, N11 1.330
5 C -2.09 -0.87 -0.25  C1 1.416, C9 1.545, N11 1.335
6 C 1.23 -2.32 0.02  C4 1.514, O12 1.455, H15 1.156, H16 1.073
7 C 2.54 -0.27 -0.24  C10 1.485, O12 1.410, O13 1.355
8 C -0.36 2.54 -0.27  C3 1.527, H17 1.149, H18 1.112, H19 1.210
9 C -3.57 -1.19 -0.54  C5 1.545, H20 1.085, H21 1.052, H22 1.123
10 C 3.14 0.29 1.00  C7 1.485, H23 1.066, H24 1.174, H25 1.036
11 N -1.13 -1.80 -0.17  C4 1.330, C5 1.335
12 O 2.45 -1.67 -0.43  C6 1.455, C7 1.410
13 O 3.09 0.47 -1.23  C7 1.355, H26 0.975
14 H -2.64 1.30 -0.36  C1 1.057
15 H 1.44 -2.41 1.16  C6 1.156
16 H 1.02 -3.17 -0.59  C6 1.073
17 H 0.48 2.73 -1.03  C8 1.149
18 H -1.34 2.98 -0.57  C8 1.112
19 H 0.05 2.88 0.82  C8 1.210
20 H -4.07 -0.69 0.28  C9 1.085
21 H -3.93 -0.92 -1.49  C9 1.052
22 H -3.71 -2.28 -0.32  C9 1.123
23 H 4.11 -0.14 1.16  C10 1.066
24 H 2.60 0.03 2.01  C10 1.174
25 H 3.12 1.32 0.93  C10 1.036
26 H 2.52 0.48 -2.02  O13 0.975

Its charge is 0. As for the HOMO energy: -8.39 eV. As for the spin multiplicity: 1.



Least stable of them? b.



a.
Below is 2 unconnected molecules or ions with the total composition CH4IN2, with properties calculated with wB97M-V/def2-TZVPD.

Each atom is followed by the atoms it is bonded to, with distances in Å.
Atoms and positions in Å:
1 C -0.61 0.50 0.08  N3 1.261, I4 1.971
2 N 1.55 -0.17 0.15  H5 1.032, H6 1.022
3 N -1.07 -0.68 0.06  C1 1.261, H7 0.970, H8 1.065
4 I -1.11 2.39 -0.13  C1 1.971
5 H 1.73 -0.40 -0.84  N2 1.032
6 H 2.12 0.62 0.44  N2 1.022
7 H -0.49 -1.45 0.18  N3 0.970
8 H -2.13 -0.81 0.07  N3 1.065

Its charge is +1. As for the HOMO energy: -14.37 eV. As for the spin multiplicity: 1.



b.
Below is 2 unconnected molecules or ions with the total composition CH4IN2, with properties calculated with wB97M-V/def2-TZVPD.

Each atom is followed by the atoms it is bonded to, with distances in Å.
Atoms and positions in Å:
1 C -0.53 -0.29 -0.11  N3 1.267, I4 2.012
2 N 0.71 1.55 -0.24  H5 1.014, H6 1.017
3 N 0.13 -1.37 -0.09  C1 1.267, H7 1.022, H8 1.028
4 I -2.49 0.11 0.10  C1 2.012
5 H 0.01 2.25 -0.03  N2 1.014
6 H 1.34 1.42 0.55  N2 1.017
7 H 1.15 -1.39 -0.21  N3 1.022
8 H -0.32 -2.28 0.03  N3 1.028

Its charge is +1. As for the HOMO energy (alpha / beta): -14.73 / -14.61 eV. As for the spin multiplicity: 1.



Least stable of them? a.



a.
Below is 8 unconnected molecules or ions with the total composition C24H24F8O24, with properties calculated with wB97M-V/def2-TZVPD.

Each atom is followed by the atoms it is bonded to, with distances in Å.
Atoms and positions in Å:
1 C 1.21 5.37 1.44  C2 1.498, O6 1.486, H8 1.079, H9 1.052
2 C 2.33 4.61 0.79  C1 1.498, O3 1.396, F7 1.430, H10 1.094
3 O 2.57 3.51 1.61  C2 1.396, C4 1.333
4 C 1.91 3.61 2.77  O3 1.333, O5 1.159, O6 1.344
5 O 2.13 2.95 3.69  C4 1.159
6 O 1.01 4.61 2.70  C1 1.486, C4 1.344
7 F 3.50 5.43 0.76  C2 1.430
8 H 0.36 5.29 0.77  C1 1.079
9 H 1.57 6.32 1.71  C1 1.052
10 H 2.07 4.22 -0.20  C2 1.094
11 C 0.74 -5.07 1.14  C12 1.546, O16 1.452, H18 1.075, H19 1.103
12 C -0.19 -3.84 1.13  C11 1.546, O13 1.393, F17 1.409, H20 1.053
13 O 0.08 -3.29 -0.11  C12 1.393, C14 1.397
14 C 0.91 -4.08 -0.90  O13 1.397, O15 1.205, O16 1.338
15 O 1.22 -3.74 -2.02  C14 1.205
16 O 1.24 -5.19 -0.22  C11 1.452, C14 1.338
17 F 0.10 -2.93 2.16  C12 1.409
18 H 0.12 -5.94 1.27  C11 1.075
19 H 1.58 -5.00 1.86  C11 1.103
20 H -1.22 -4.03 1.25  C12 1.053
21 C -1.69 3.36 4.85  C22 1.540, O26 1.405, H28 1.089, H29 1.107
22 C -0.63 2.23 4.79  C21 1.540, O23 1.453, F27 1.311, H30 1.077
23 O -0.69 1.87 3.38  C22 1.453, C24 1.392
24 C -1.93 2.24 2.87  O23 1.392, O25 1.176, O26 1.337
25 O -2.34 1.87 1.83  C24 1.176
26 O -2.53 3.03 3.77  C21 1.405, C24 1.337
27 F -1.05 1.20 5.48  C22 1.311
28 H -1.15 4.26 4.56  C21 1.089
29 H -2.30 3.38 5.77  C21 1.107
30 H 0.39 2.42 5.09  C22 1.077
31 C 0.64 1.95 -5.16  C32 1.508, O36 1.379, H38 1.086, H39 1.075
32 C 1.48 1.13 -6.11  C31 1.508, O33 1.433, F37 1.397, H40 1.048
33 O 1.87 0.00 -5.32  C32 1.433, C34 1.359
34 C 1.59 0.23 -4.01  O33 1.359, O35 1.191, O36 1.337
35 O 2.00 -0.39 -3.08  C34 1.191
36 O 0.99 1.42 -3.94  C31 1.379, C34 1.337
37 F 2.65 1.78 -6.50  C32 1.397
38 H -0.41 1.76 -5.33  C31 1.086
39 H 0.91 2.99 -5.20  C31 1.075
40 H 1.05 0.67 -6.94  C32 1.048
41 C -3.92 -0.17 0.41  C42 1.547, O46 1.432, H48 1.075, H49 1.098
42 C -3.59 -1.25 1.46  C41 1.547, O43 1.403, F47 1.396, H50 1.035
43 O -3.46 -2.40 0.67  C42 1.403, C44 1.370
44 C -4.04 -2.20 -0.56  O43 1.370, O45 1.177, O46 1.312
45 O -4.04 -3.09 -1.32  C44 1.177
46 O -4.39 -0.94 -0.71  C41 1.432, C44 1.312
47 F -4.70 -1.42 2.29  C42 1.396
48 H -3.11 0.43 0.03  C41 1.075
49 H -4.77 0.51 0.57  C41 1.098
50 H -2.78 -1.03 2.05  C42 1.035
51 C -1.56 -2.97 -3.52  C52 1.522, O56 1.401, H58 1.100, H59 1.069
52 C -2.19 -1.60 -3.71  C51 1.522, O53 1.435, F57 1.379, H60 1.095
53 O -3.22 -1.85 -4.68  C52 1.435, C54 1.365
54 C -2.84 -2.94 -5.41  O53 1.365, O55 1.209, O56 1.363
55 O -3.30 -3.23 -6.49  C54 1.209
56 O -1.87 -3.61 -4.73  C51 1.401, C54 1.363
57 F -1.24 -0.81 -4.32  C52 1.379
58 H -2.00 -3.54 -2.68  C51 1.100
59 H -0.50 -3.00 -3.37  C51 1.069
60 H -2.51 -1.21 -2.73  C52 1.095
61 C 1.15 0.89 -0.09  C62 1.493, O66 1.393, H68 1.128, H69 1.069
62 C 0.02 0.00 -0.50  C61 1.493, O63 1.506, F67 1.343, H70 1.116
63 O -0.95 0.99 -1.08  C62 1.506, C64 1.344
64 C -0.51 2.24 -0.83  O63 1.344, O65 1.208, O66 1.324
65 O -0.96 3.33 -1.11  C64 1.208
66 O 0.68 2.19 -0.25  C61 1.393, C64 1.324
67 F -0.59 -0.60 0.54  C62 1.343
68 H 2.06 0.75 -0.74  C61 1.128
69 H 1.45 0.72 0.92  C61 1.069
70 H 0.29 -0.86 -1.15  C62 1.116
71 C 3.41 -1.62 3.85  C72 1.517, O76 1.422, H78 1.099, H79 1.076
72 C 3.95 -0.49 3.00  C71 1.517, O73 1.409, F77 1.391, H80 1.087
73 O 3.29 -0.65 1.76  C72 1.409, C74 1.387
74 C 3.09 -2.01 1.63  O73 1.387, O75 1.207, O76 1.390
75 O 2.86 -2.57 0.59  C74 1.207
76 O 3.20 -2.63 2.87  C71 1.422, C74 1.390
77 F 5.28 -0.84 2.77  C72 1.391
78 H 2.44 -1.33 4.27  C71 1.099
79 H 3.99 -1.97 4.70  C71 1.076
80 H 3.77 0.55 3.26  C72 1.087

Its charge is 0. As for the HOMO energy: -10.89 eV. As for the structure (SMILES): O=C1OC[C@@H](F)O1.O=C1OC[C@@H](F)O1.O=C1OC[C@@H](F)O1.O=C1OC[C@@H](F)O1.O=C1OC[C@@H](F)O1.O=C1OC[C@@H](F)O1.O=C1OC[C@@H](F)O1.O=C1OC[C@@H](F)O1. As for the spin multiplicity: 1.



b.
Below is 8 unconnected molecules or ions with the total composition C24H24F8O24, with properties calculated with wB97M-V/def2-TZVPD.

Each atom is followed by the atoms it is bonded to, with distances in Å.
Atoms and positions in Å:
1 C -6.46 -13.26 19.33  C2 1.549, O6 1.408, H8 1.090, H9 1.090
2 C -7.52 -14.37 19.15  C1 1.549, O3 1.394, F7 1.390, H10 1.090
3 O -8.48 -13.67 18.42  C2 1.394, C4 1.272
4 C -7.89 -12.75 17.76  O3 1.272, O5 1.245, O6 1.370
5 O -8.44 -12.04 16.89  C4 1.245
6 O -6.56 -12.64 18.07  C1 1.408, C4 1.370
7 F -8.04 -14.67 20.40  C2 1.390
8 H -5.49 -13.67 19.63  C1 1.090
9 H -6.82 -12.65 20.15  C1 1.090
10 H -7.06 -15.25 18.68  C2 1.090
11 C -7.95 -8.94 20.28  C12 1.472, O16 1.405, H18 1.090, H19 1.090
12 C -8.13 -8.22 19.01  C11 1.472, O13 1.382, F17 1.267, H20 1.090
13 O -6.93 -8.46 18.37  C12 1.382, C14 1.311
14 C -6.00 -9.01 19.12  O13 1.311, O15 1.226, O16 1.306
15 O -4.86 -9.30 18.79  C14 1.226
16 O -6.60 -9.32 20.25  C11 1.405, C14 1.306
17 F -8.30 -6.97 19.15  C12 1.267
18 H -8.53 -9.85 20.42  C11 1.090
19 H -8.20 -8.21 21.04  C11 1.090
20 H -8.93 -8.64 18.40  C12 1.090
21 C -12.98 -9.27 21.46  C22 1.514, O26 1.413, H28 1.090, H29 1.090
22 C -12.35 -8.02 20.89  C21 1.514, O23 1.464, F27 1.416, H30 1.090
23 O -12.55 -8.24 19.46  C22 1.464, C24 1.333
24 C -12.51 -9.56 19.28  O23 1.333, O25 1.198, O26 1.301
25 O -12.21 -10.03 18.22  C24 1.198
26 O -12.86 -10.17 20.38  C21 1.413, C24 1.301
27 F -10.97 -7.85 21.15  C22 1.416
28 H -13.98 -9.06 21.84  C21 1.090
29 H -12.33 -9.54 22.30  C21 1.090
30 H -12.96 -7.25 21.37  C22 1.090
31 C -12.05 -15.42 25.95  C32 1.488, O36 1.380, H38 1.090, H39 1.090
32 C -13.12 -16.21 26.62  C31 1.488, O33 1.424, F37 1.371, H40 1.090
33 O -12.68 -17.49 26.17  C32 1.424, C34 1.286
34 C -11.91 -17.39 25.14  O33 1.286, O35 1.248, O36 1.201
35 O -11.37 -18.33 24.54  C34 1.248
36 O -11.61 -16.24 24.94  C31 1.380, C34 1.201
37 F -14.35 -15.94 26.10  C32 1.371
38 H -11.22 -15.12 26.59  C31 1.090
39 H -12.44 -14.43 25.68  C31 1.090
40 H -13.23 -16.02 27.69  C32 1.090
41 C -11.80 -12.96 22.92  C42 1.580, O46 1.384, H48 1.090, H49 1.090
42 C -10.45 -13.19 22.12  C41 1.580, O43 1.442, F47 1.348, H50 1.090
43 O -9.59 -13.49 23.23  C42 1.442, C44 1.347
44 C -10.05 -12.89 24.35  O43 1.347, O45 1.232, O46 1.370
45 O -9.46 -12.57 25.39  C44 1.232
46 O -11.39 -12.68 24.22  C41 1.384, C44 1.370
47 F -10.03 -12.08 21.48  C42 1.348
48 H -12.52 -13.77 23.02  C41 1.090
49 H -12.35 -12.11 22.53  C41 1.090
50 H -10.47 -14.11 21.53  C42 1.090
51 C -11.72 -11.11 27.80  C52 1.504, O56 1.407, H58 1.090, H59 1.090
52 C -10.97 -11.40 29.07  C51 1.504, O53 1.394, F57 1.329, H60 1.090
53 O -11.32 -12.74 29.23  C52 1.394, C54 1.292
54 C -12.50 -12.96 28.76  O53 1.292, O55 1.215, O56 1.341
55 O -13.18 -13.95 29.00  C54 1.215
56 O -12.85 -11.92 27.99  C51 1.407, C54 1.341
57 F -11.31 -10.64 30.11  C52 1.329
58 H -11.17 -11.39 26.90  C51 1.090
59 H -11.93 -10.05 27.66  C51 1.090
60 H -9.91 -11.39 28.83  C52 1.090
61 C -6.24 -12.96 26.00  C62 1.561, O66 1.426, H68 1.090, H69 1.090
62 C -6.04 -13.56 24.57  C61 1.561, O63 1.425, F67 1.294, H70 1.090
63 O -5.04 -14.54 24.81  C62 1.425, C64 1.311
64 C -4.49 -14.38 25.99  O63 1.311, O65 1.231, O66 1.348
65 O -3.45 -14.97 26.27  C64 1.231
66 O -5.04 -13.36 26.68  C61 1.426, C64 1.348
67 F -5.47 -12.67 23.82  C62 1.294
68 H -7.03 -13.55 26.46  C61 1.090
69 H -6.53 -11.91 25.98  C61 1.090
70 H -6.95 -13.95 24.13  C62 1.090
71 C -15.47 -18.51 22.58  C72 1.524, O76 1.373, H78 1.090, H79 1.090
72 C -14.20 -18.96 21.87  C71 1.524, O73 1.413, F77 1.312, H80 1.090
73 O -13.54 -17.72 21.69  C72 1.413, C74 1.333
74 C -14.08 -16.77 22.45  O73 1.333, O75 1.247, O76 1.323
75 O -13.64 -15.62 22.65  C74 1.247
76 O -15.29 -17.17 22.82  C71 1.373, C74 1.323
77 F -14.46 -19.52 20.71  C72 1.312
78 H -15.90 -19.00 23.45  C71 1.090
79 H -16.31 -18.60 21.89  C71 1.090
80 H -13.80 -19.70 22.56  C72 1.090

Its charge is 0. As for the HOMO energy: -10.90 eV. As for the structure (SMILES): O=C1OC[C@@H](F)O1.O=C1OC[C@@H](F)O1.O=C1OC[C@@H](F)O1.O=C1OC[C@@H](F)O1.O=C1OC[C@@H](F)O1.O=C1OC[C@@H](F)O1.O=C1OC[C@@H](F)O1.O=C1OC[C@@H](F)O1. As for the spin multiplicity: 1.



Least stable of them? b.